DFT (ωB97M-V/def2-TZVPD) results for one molecule with the formula C3H2N2OS2.

Computed properties:
- HOMO level (eV) = -8.885
- E_LUMO (eV) = -1.568

```
! wB97M-V def2-TZVPD RIJCOSX def2/J DEFGRID3
* xyz 0 1
C -0.14115 -1.33458 0.33492
C -0.07683 -0.20578 1.24541
C 0.09211 1.27122 -0.37845
H -0.23375 -0.65750 2.20342
H 0.13068 0.56622 -2.31728
N 0.02584 1.00509 1.04588
N -0.04332 0.25943 -1.25549
O -0.26245 -0.96387 -0.97363
S 0.07703 -2.78356 0.92920
S 0.43183 2.84333 -0.83398
*
```

***

DFT (ωB97M-V/def2-TZVPD) results for a 12-piece molecular cluster, C45H109O26P3 overall.

Computed properties:
- HOMO level (eV) = -9.477
- E_LUMO (eV) = 0.005

```
! wB97M-V def2-TZVPD RIJCOSX def2/J DEFGRID3
* xyz 0 1
C -7.41316 7.30755 7.16435
O -6.23941 6.61807 6.67261
P -5.88814 5.01289 6.79583
O -7.00902 4.01650 6.99422
O -4.98803 4.63793 5.51733
C -5.69682 4.17359 4.39582
O -4.91978 4.96897 8.03726
C -5.26521 4.53179 9.34046
H -7.70394 7.15126 8.20317
H -8.22602 6.95089 6.53178
H -7.27941 8.36799 6.95069
H -5.00020 3.54336 3.84298
H -6.05871 4.96523 3.73976
H -6.52689 3.51863 4.66061
H -5.51700 5.25515 10.11600
H -4.40840 3.99456 9.74709
H -6.06732 3.79866 9.25555
C -2.58386 -4.57359 5.56465
O -1.48553 -3.69954 5.35684
P -0.81688 -2.76181 6.59934
O -0.08938 -3.52941 7.67133
O -2.04734 -1.85618 7.14905
C -2.71281 -0.96713 6.33829
O 0.08704 -1.67347 5.84186
C 0.80033 -0.75022 6.63983
H -2.98901 -4.61756 6.57560
H -2.32237 -5.57881 5.23411
H -3.38251 -4.12021 4.97752
H -2.32081 0.02955 6.54097
H -3.74984 -0.93856 6.67271
H -2.66481 -1.20048 5.27464
H 1.73923 -1.20372 6.95746
H 0.23312 -0.52234 7.54229
H 1.05788 0.12977 6.05043
C 1.73027 -1.87108 0.14100
O 0.47198 -1.58786 0.65236
P -0.52431 -0.64160 -0.26255
O -1.94790 -0.83265 0.12414
O -0.19944 -0.95842 -1.85033
C -0.59432 -0.07456 -2.89730
O 0.13224 0.82251 -0.13377
C 0.19395 1.37424 1.13795
H 1.92000 -2.93347 -0.01209
H 2.50215 -1.50913 0.82017
H 1.84711 -1.43836 -0.85259
H -0.30023 -0.57707 -3.81876
H -0.19527 0.93459 -2.79489
H -1.68079 0.01226 -2.90846
H -0.29733 0.81895 1.93695
H -0.25535 2.36619 1.18564
H 1.20767 1.55663 1.49459
C 3.49393 -12.21901 -4.83146
O 2.90649 -10.93761 -4.81075
C 1.99422 -10.66569 -3.75710
C 1.59408 -9.21304 -3.63113
O 0.67349 -8.81092 -4.63910
C 0.59727 -7.38758 -4.83776
H 2.78121 -13.02376 -4.65122
H 4.33072 -12.25066 -4.13367
H 3.82390 -12.34202 -5.86301
H 2.57253 -10.84899 -2.85153
H 1.16264 -11.36243 -3.86255
H 2.45908 -8.56679 -3.78016
H 1.09582 -9.02069 -2.68095
H 0.31554 -6.89894 -3.90504
H -0.00378 -7.02801 -5.67295
H 1.59412 -7.00771 -5.06157
C -8.05670 -3.75952 -5.52177
O -8.20701 -2.60729 -4.62477
C -7.02914 -2.30104 -3.90791
C -7.09884 -0.98191 -3.05259
O -8.10432 -1.04844 -2.04044
C -7.73818 -1.66752 -0.81611
H -7.59735 -4.64263 -5.07768
H -7.42367 -3.53402 -6.37998
H -9.10646 -3.88380 -5.78760
H -6.16121 -2.25393 -4.56562
H -6.88981 -3.12093 -3.20330
H -7.37955 -0.23739 -3.79756
H -6.16861 -0.61097 -2.62225
H -7.45851 -2.72096 -0.82809
H -8.62623 -1.55060 -0.19499
H -7.08955 -0.97073 -0.28518
C 3.77890 6.59170 -0.71209
O 2.99303 7.53596 -0.07390
C 1.58691 7.49180 -0.29177
C 0.65160 8.35491 0.50006
O 0.37723 7.78815 1.80589
C -0.56958 8.47411 2.60286
H 3.32871 5.61132 -0.55623
H 4.81006 6.54865 -0.36144
H 3.80907 6.89470 -1.75868
H 1.23469 6.46491 -0.19417
H 1.47959 7.76218 -1.34223
H -0.30610 8.54855 0.01691
H 1.06463 9.36345 0.51921
H -1.60015 8.54399 2.25482
H -0.30820 9.52583 2.71974
H -0.62116 8.05352 3.60713
C 0.59800 -11.91428 8.20157
O 1.94796 -11.83185 7.95560
C 2.47698 -10.48540 7.89852
C 2.06847 -9.48337 6.76871
O 2.65944 -9.80039 5.50548
C 2.33390 -8.95238 4.38057
H 0.17596 -11.26022 7.43856
H 0.36222 -11.53746 9.19682
H 0.24405 -12.94508 8.18520
H 3.54948 -10.65677 7.80654
H 2.33255 -9.99155 8.85944
H 2.48567 -8.52620 7.08152
H 0.98085 -9.43846 6.71219
H 1.27262 -9.14296 4.22095
H 2.76872 -9.37237 3.47357
H 2.46202 -7.88995 4.58772
C -3.02853 5.50586 -4.27971
O -1.87959 5.55621 -5.17556
C -2.13220 6.02750 -6.51930
C -2.00571 4.93528 -7.53576
O -2.78820 3.77175 -7.21992
C -4.14784 3.81937 -7.66410
H -2.62564 4.92350 -3.45108
H -3.80517 4.98228 -4.83720
H -3.29917 6.53367 -4.03793
H -1.45370 6.83488 -6.79474
H -3.13886 6.43490 -6.61288
H -0.94569 4.68766 -7.59191
H -2.31924 5.25092 -8.53083
H -4.44598 2.87128 -7.21653
H -4.15231 3.80336 -8.75397
H -4.67961 4.70685 -7.32103
C 3.26905 7.66075 7.09215
C 4.25972 7.84170 8.25260
C 5.29725 6.72955 8.08858
O 4.94798 6.06298 6.87927
C 4.17467 6.96740 6.02751
H 2.78225 8.46632 6.54243
H 2.46450 6.95416 7.29589
H 3.80133 7.90638 9.23941
H 4.78104 8.77078 8.02207
H 5.23993 6.03752 8.92877
H 6.33465 7.05120 7.99668
H 3.59694 6.39467 5.30204
H 4.88058 7.69113 5.62009
C 8.15605 2.47720 2.83387
C 8.84334 1.85326 1.62889
C 8.15033 0.50317 1.58325
O 7.29639 0.48288 2.64714
C 7.73704 1.30427 3.65267
H 7.21431 2.93416 2.52989
H 8.84262 3.14406 3.35542
H 9.90904 1.75193 1.83412
H 8.70093 2.39474 0.69368
H 8.83355 -0.30255 1.85179
H 7.58585 0.18637 0.70626
H 8.56665 0.84590 4.19094
H 6.93627 1.52564 4.35825
C 5.19006 1.62783 -6.43499
C 4.70888 0.91765 -5.19180
C 4.45225 -0.44213 -5.82901
O 4.08818 -0.26437 -7.17760
C 4.33020 1.07517 -7.57657
H 6.24957 1.59162 -6.68841
H 4.87029 2.65747 -6.27479
H 3.72756 1.21973 -4.82594
H 5.44183 0.95505 -4.38590
H 3.77683 -1.03429 -5.21157
H 5.42658 -0.92822 -5.87917
H 3.44740 1.70580 -7.68176
H 4.94267 1.05904 -8.47806
C -0.39889 -1.37242 -12.70232
C -0.48567 -1.99021 -11.38014
C -1.88963 -1.66439 -10.75958
O -2.54464 -1.10887 -11.86402
C -1.60994 -0.44831 -12.69505
H -0.57087 -2.16923 -13.42593
H 0.55319 -0.88204 -12.90523
H 0.28387 -1.62884 -10.69799
H -0.44394 -3.07899 -11.41040
H -1.77217 -0.96167 -9.93465
H -2.41246 -2.56741 -10.44448
H -1.34293 0.53135 -12.29870
H -2.01272 -0.37019 -13.70489
*
```

***

DFT (ωB97M-V/def2-TZVPD) results for a 3-piece molecular cluster, C14H39IN4O7P3S overall.

Computed properties:
- HOMO level (eV) = -4.307
- E_LUMO (eV) = 2.419

```
! wB97M-V def2-TZVPD RIJCOSX def2/J DEFGRID3
* xyz -1 1
N 0.04695 -2.07252 -6.40869
C -1.18664 -1.93164 -6.11838
N -2.13293 -2.82144 -6.69012
N -1.74118 -0.91500 -5.36998
C -2.99518 -1.09545 -4.63015
C -3.67675 0.24996 -4.36454
C -4.36216 0.33124 -2.99681
C -3.49960 -0.01204 -1.77393
P -1.86411 0.91447 -1.50051
P -2.60827 3.06077 -1.58200
O -4.20498 2.93450 -1.14979
O -2.81658 3.35758 -3.22822
O -2.20091 0.98621 0.28106
C -1.46262 0.15880 1.02002
I -0.39741 1.19936 2.65824
C -0.52238 -0.73569 0.12384
C 0.97932 -0.37007 0.08754
C 1.96796 -0.99614 1.05884
C 3.40673 -0.53910 0.82843
S 3.71441 1.24741 0.90170
P -1.07880 -2.46238 0.54706
N -0.39450 -2.65606 2.14434
O 0.01566 -3.35432 -0.32360
O -1.00516 -0.59446 -1.18960
H 0.59862 -1.32323 -5.99647
H -2.45792 -3.50034 -6.01321
H -1.64585 -3.31625 -7.42677
H -1.04044 -0.50749 -4.76118
H -3.64266 -1.73400 -5.22875
H -2.79920 -1.61172 -3.68649
H -4.41661 0.43732 -5.14789
H -2.93160 1.03584 -4.45244
H -5.20857 -0.37041 -3.00226
H -4.80311 1.31873 -2.89087
H -4.09898 0.16777 -0.88003
H -3.26730 -1.07847 -1.77159
H -1.50171 0.86298 -2.89852
H -0.60373 1.60535 -1.22809
H -4.47154 3.78603 -0.77625
H -1.95817 3.67626 -3.54563
H -2.12503 -0.47137 1.62983
H 1.27616 -0.62370 -0.93287
H 1.03512 0.71708 0.17412
H 1.67542 -0.80968 2.09083
H 1.96878 -2.07694 0.91219
H 3.75626 -0.91769 -0.13313
H 4.03293 -0.94404 1.62126
H 3.11818 1.57366 -0.24926
H -0.53533 -1.81433 2.70051
H -0.90126 -3.39768 2.61831
H 0.44183 -4.02339 0.22484
C 3.20370 4.07996 4.51909
C 2.65722 2.66521 4.48979
O 1.50204 2.51110 5.31206
H 3.44824 4.37707 5.54048
H 4.10229 4.15951 3.90513
H 2.46514 4.78475 4.12924
H 3.39112 1.96194 4.88503
H 2.43301 2.36312 3.46343
H 0.81347 3.09431 4.97627
C 3.67182 -0.99700 5.94395
C 3.54312 -1.20030 4.44739
O 4.80337 -1.12664 3.77965
H 4.13695 -0.03410 6.15677
H 2.69200 -1.02331 6.42226
H 4.29092 -1.77954 6.39173
H 2.93451 -0.41170 4.00552
H 3.05568 -2.15634 4.22822
H 5.38023 -1.81235 4.12905
*
```

***

DFT (ωB97M-V/def2-TZVPD) results for a 2-piece molecular cluster, C9H23NO2P overall.

Computed properties:
- HOMO level (spin up / spin down) (eV) = -10.140 / -9.968
- E_LUMO (spin up / spin down) (eV) = -3.626 / -3.695

```
! wB97M-V def2-TZVPD RIJCOSX def2/J DEFGRID3
* xyz 1 1
C 0.62152 -3.07442 3.28719
C -0.02777 -1.80688 2.61608
C -0.26768 3.43705 -0.26237
C 0.94383 0.11815 -1.44379
C -1.65339 3.83513 -0.54690
C 1.51741 -0.88259 -2.44770
C -0.35759 2.18698 0.56929
C -0.53017 0.37724 -1.54596
C 0.51622 -1.39031 1.27883
N -0.04352 -2.31743 0.09269
O -2.36750 2.61966 -0.73903
O 0.75535 -2.08204 -2.36477
P -1.46745 0.83227 -0.06127
H 0.47419 -2.99586 4.34730
H 0.17967 -3.96019 2.94739
H 1.75439 -3.14698 2.96635
H 0.08243 -0.92867 3.34555
H -1.09250 -2.08577 2.53100
H 0.23458 3.22685 -1.22632
H 0.22056 4.35255 0.35433
H 1.20343 -0.12908 -0.42885
H 1.43972 1.05725 -1.63644
H -2.12676 4.38237 0.25515
H -1.54507 4.31536 -1.60415
H 1.48985 -0.35723 -3.43138
H 2.64140 -1.10296 -2.21024
H 0.61118 1.66791 0.64179
H -0.78545 2.46773 1.66598
H -0.53626 1.00780 -2.42971
H -0.85773 -0.58177 -1.96436
H 1.66287 -1.40365 1.10149
H -0.69532 -1.82213 -0.56048
H -0.59107 -3.13380 0.60675
H 0.84397 -2.66765 -0.38709
H -3.20161 2.57552 -0.22689
H 0.95427 -2.59042 -3.08944
*
```

***

DFT (ωB97M-V/def2-TZVPD) results for C14H29AuClI2P3 as an isolated structure.

Computed properties:
- HOMO level (spin up / spin down) (eV) = -12.685 / -14.001
- E_LUMO (spin up / spin down) (eV) = -9.461 / -11.559
- <S²> = 2.01

```
! wB97M-V def2-TZVPD RIJCOSX def2/J DEFGRID3
* xyz 2 3
I 0.53775 1.76257 -6.07588
I -0.05702 3.58921 -4.23233
Au 0.21879 0.06176 -1.53474
P -2.11818 -0.22029 -1.60110
C -3.01740 0.86416 -0.46990
C -2.71296 0.13737 -3.25742
H -3.79937 -0.00143 -3.31050
H -3.79403 -1.95755 -1.31876
H -2.21360 -0.53590 -3.95696
H -2.20895 -2.61575 -1.84031
H -2.74147 1.89835 -0.69596
H -2.44494 1.16181 -3.52819
C -2.70395 -1.89147 -1.18406
H -4.09943 0.73877 -0.60821
H -2.46196 -2.13412 -0.14231
H -2.76867 0.66342 0.58055
P 2.60726 -0.19389 -1.61056
C 3.57879 0.87560 -0.51293
C 3.28554 -1.85471 -1.22153
H 2.75751 -0.50426 -3.96502
H 4.32273 0.04164 -3.28841
H 2.97137 1.18946 -3.53446
C 3.23572 0.16933 -3.25374
H 2.81063 -2.59132 -1.87826
H 4.37214 -1.86727 -1.38590
H 4.65767 0.75945 -0.66714
H 3.37705 0.65504 0.53900
H 3.10462 -2.14480 -0.18075
H 3.30745 1.91561 -0.71670
Cl 0.31032 -1.76352 -3.27404
C 1.16309 1.46996 1.64867
P 0.02401 0.18789 1.02754
C 0.85224 -1.46412 1.16109
C -1.02314 0.11221 2.59626
C -0.67437 -0.75030 3.63816
C -1.21097 -0.60941 4.92274
C -2.09439 0.44376 5.19646
C -2.39254 1.35892 4.17822
C -1.84247 1.21288 2.90801
H 1.78459 1.95497 0.90584
H 1.82989 1.04008 2.41212
H 0.57606 2.25760 2.11451
H 1.82153 -1.38189 1.67729
H 0.19816 -2.17162 1.67344
H 1.01239 -1.84956 0.13363
H 0.11766 -1.48966 3.48814
H -0.91819 -1.30078 5.70376
H -2.53239 0.54658 6.18018
H -3.03486 2.21304 4.39532
H -1.96966 2.01215 2.16514
*
```

***

DFT (ωB97M-V/def2-TZVPD) results for C18H30N10Ti as an isolated structure.

Computed properties:
- HOMO level (spin up / spin down) (eV) = -17.222 / -17.261
- E_LUMO (spin up / spin down) (eV) = -9.332 / -9.247
- <S²> = 0.75

```
! wB97M-V def2-TZVPD RIJCOSX def2/J DEFGRID3
* xyz 3 2
Ti 0.06801 -0.34170 0.35850
C -3.70590 2.73706 1.98230
N -3.70882 1.30009 1.71170
C -4.99835 0.60814 1.87937
C -4.68889 -0.84481 1.51820
N -3.29175 -0.76530 1.08717
C -2.65042 -1.83665 0.37644
C -2.77629 0.46596 1.24812
N -1.47392 0.69215 0.95330
C -0.89678 2.03355 1.18655
C 0.60216 1.96749 1.51417
N 1.32606 1.12782 0.53839
C 2.61770 1.40015 0.24325
N 3.19453 0.91040 -0.87119
C 2.53974 0.23328 -1.96090
C 4.61569 1.24979 -0.94027
C 4.76702 2.25002 0.20358
N 3.49557 2.13265 0.93400
C 3.34696 2.96269 2.12631
H -4.74174 3.06687 1.99582
H -3.20342 3.30233 1.20336
H -3.27922 2.96703 2.95915
H -5.73708 1.05638 1.21443
H -5.35238 0.71741 2.90325
H -5.32062 -1.22123 0.71448
H -4.78370 -1.51514 2.37267
H -3.40074 -2.57871 0.11494
H -1.88996 -2.33286 0.99047
H -2.21772 -1.46962 -0.56040
H -1.35880 2.51951 2.03844
H -1.04013 2.65807 0.30239
H 0.73498 1.58780 2.53216
H 0.96346 2.99026 1.47390
H 1.48567 0.51605 -1.99871
H 2.64713 -0.85137 -1.89378
H 2.99453 0.55275 -2.89817
H 4.86411 1.67656 -1.91066
H 5.22642 0.35681 -0.79439
H 4.90305 3.27564 -0.14413
H 5.59552 2.00092 0.86352
H 4.34320 3.16114 2.51338
H 2.79068 2.45987 2.91125
H 2.88967 3.92575 1.89290
N 1.33908 -3.62851 2.30350
C 1.32206 -2.89995 3.46395
C 0.91604 -1.64701 3.12816
N 0.68496 -1.60356 1.77135
C 0.95579 -2.83292 1.29622
C 0.73748 -3.05667 -0.11025
N 0.28880 -2.01714 -0.83191
C 0.09537 -2.48635 -2.11081
C 0.42558 -3.80548 -2.15339
N 0.82488 -4.14580 -0.88686
H 1.59602 -4.60487 2.24766
H 1.59817 -3.31704 4.41812
H 0.76750 -0.79200 3.76432
H -0.26025 -1.85910 -2.91122
H 0.41428 -4.51250 -2.96638
H 1.11661 -5.07269 -0.60944
*
```

***

no.,largest force on an atom (hartree/bohr)
1,0.1509
2,0.0781
3,0.0175
4,0.0683
5,0.0346
6,0.0321